A:
A cluster of 2 separate species, C5H14NO in total, computed with ωB97M-V/def2-TZVPD.

Geometry (Å):
O -0.4897 2.2909 -2.6188
N -0.9363 0.5489 -0.0767
C 1.0751 -0.2344 1.8159
C -0.6853 -0.9189 0.1167
C 2.1886 0.3312 0.9028
C -1.5621 -1.7246 -0.4681
C 0.3705 -1.3826 1.0118
H -0.1085 1.0890 0.1509
H 2.6898 1.1569 1.4096
H -1.3606 -2.7722 -0.2778
H -0.3211 3.1597 -2.2587
H 1.9157 0.6971 -0.0943
H -1.1868 0.6682 -1.0652
H -0.9189 2.0314 -3.3634
H -1.8145 0.8015 0.3726
H 2.9121 -0.4395 0.6656
H -0.0475 -2.0048 1.8159
H 0.3168 0.5131 2.0569
H 1.1280 -2.0538 0.6107
H 1.5607 -0.5441 2.7342
H -2.3927 -1.5066 -1.1175

**HOMO energy**: -14.292 eV
**Charge**: +1
**LUMO**: -3.29 eV

B:
A cluster of 2 separate species, C5H14NO in total, computed with ωB97M-V/def2-TZVPD.

Geometry (Å):
O -0.9638 2.1873 -0.1374
N -1.3746 -0.3951 0.4408
C 0.9214 -1.9104 0.8640
C 1.3295 0.1859 -0.5444
C -0.6022 1.7169 1.1339
C -0.5213 0.1218 1.3164
C 0.9486 -0.3533 0.8299
H -2.2696 -0.5827 0.9218
H 0.4386 0.2480 -1.1847
H -0.6412 -0.2150 2.3372
H 0.1176 -2.2185 1.5287
H 1.5163 1.2195 -0.3089
H 1.6171 0.1086 1.5609
H 2.1105 -0.3150 -1.0953
H -1.2762 2.0578 1.9192
H 1.8552 -2.2929 1.2435
H 0.3482 2.1735 1.3384
H -1.6359 -0.6826 -5.6842
H -1.5245 1.5201 -0.5006
H 0.5793 -2.1917 -0.1157
H -0.9730 -0.3822 -5.8636

**HOMO energy**: -15.893 eV
**Charge**: +1
**LUMO**: -8.66 eV

C:
A cluster of 2 separate species, C5H14NO in total, computed with ωB97M-V/def2-TZVPD.

Geometry (Å):
O 3.7635 0.0064 -4.2171
N 1.2128 1.1029 1.0005
C -2.3628 -0.2030 0.4300
C 0.1712 0.3933 0.1989
C 0.4702 -0.7776 -0.2430
C -2.1152 -1.2793 1.4497
C -1.1823 0.9000 0.4814
H -3.2975 0.2099 0.6854
H 1.8695 0.4168 1.4278
H -2.4537 -0.6004 -0.5397
H -3.0317 -1.6153 1.9597
H -0.9994 1.1776 1.5604
H -1.3109 -1.1026 2.2543
H 4.5056 0.0787 -3.5968
H 1.7660 1.8863 0.4835
H -0.2415 -1.3741 -0.6587
H 3.9320 0.4181 -5.0836
H 1.4280 -0.9693 -0.4925
H 0.8889 1.6768 1.8835
H -1.2677 1.9216 0.0674
H -1.7451 -2.2670 0.9489

**HOMO energy**: -13.863 eV
**Charge**: +1
**LUMO**: -3.98 eV

D:
A cluster of 2 separate species, C5H14NO in total, computed with ωB97M-V/def2-TZVPD.

Geometry (Å):
O 1.4433 -1.2791 2.7150
N 0.7984 -0.1421 -1.5903
C -2.0503 1.6444 -0.6021
C 0.8562 0.6375 -0.3159
C 0.6991 -1.4020 -1.5922
C -1.6587 0.2577 -0.0034
C -0.2584 0.3774 0.6549
H 0.8128 0.4611 -2.4055
H -3.1112 1.5874 -0.8441
H 1.0654 -1.4489 3.5685
H -1.5891 -0.5210 -0.7478
H 2.2756 -0.8754 2.9737
H -0.0686 -0.4847 1.3049
H -1.9254 2.4512 0.1233
H 1.7892 0.4371 0.2090
H 0.7652 1.6692 -0.6639
H -1.5212 1.8804 -1.5253
H 0.7622 -2.0981 -2.4200
H -0.2023 1.0524 1.5079
H 0.6778 -1.8800 -0.6043
H -2.4480 -0.0364 0.6958

**HOMO energy**: -14.634 eV
**Charge**: +1
**LUMO**: -4.99 eV

Winner for stability: D

A:
A structure of composition C44H30Cl7F6N3O5SSbSc, computed with ωB97M-V/def2-TZVPD.

Geometry (Å):
Sb -1.6801 -0.5205 -2.9134
Sc 0.2246 0.0618 0.2034
Cl -1.8025 -6.9330 1.5369
Cl 2.1164 -3.9210 -0.6948
Cl -2.5180 -1.6212 0.6595
Cl -3.9029 2.4775 1.1360
Cl -3.6149 -4.3689 1.7249
Cl 1.0594 -6.6900 0.3000
Cl -1.0532 7.0100 0.5230
S 0.2927 0.5770 -2.5332
F 1.9645 -1.3424 4.0459
F 0.4310 1.4409 5.2003
F 0.1645 -2.4501 3.6515
F 0.0500 2.2530 3.2348
F 1.9338 1.3131 3.6545
F 0.3403 -1.2981 5.4688
O 6.4029 -0.4527 -2.7300
O 5.7164 -2.8075 -4.9552
O -1.4232 1.1536 0.1424
O 0.2580 -0.2538 2.0808
O 0.1235 -1.7843 -0.4848
N 4.4831 -1.3310 -3.5441
N 2.6105 -0.3786 0.0994
N 1.0106 2.2949 0.0562
C 4.7575 -0.2864 1.1364
C 1.3202 5.0563 -0.0022
C -2.8150 -3.3506 -2.5627
C -0.4579 -3.2204 -3.0837
C -1.5453 -3.0518 0.6111
C 0.0335 4.5088 0.2043
C -2.7296 -4.7383 -2.5456
C 2.1912 2.8357 -0.1001
C -5.7366 1.9116 -1.9327
C -3.1021 0.4094 -7.0004
C -2.4051 3.2368 0.7048
C -5.7144 0.5605 -1.6188
C -3.4369 1.8042 -2.6191
C -1.5026 -0.0776 3.7072
C -0.8356 -0.6789 -5.8295
C -0.0838 3.1112 0.1709
C -1.5155 -5.3638 -2.7981
C 0.0594 -5.2908 0.4431
C -1.9003 -0.2766 -5.0205
C 2.3895 4.2278 -0.1628
C -1.6750 -2.5982 -2.8249
C 5.0486 -1.5671 -4.8469
C -0.3838 -4.6060 -3.0765
C 0.6161 1.2323 3.8913
C -2.0185 -4.2694 1.0730
C 5.3744 -0.4438 -0.0904
C 0.6286 -1.3053 4.1612
C 3.3715 -0.2650 1.1892
C -3.0369 0.2663 -5.6164
C -4.5563 -0.1820 -1.8128
C 3.2114 -0.5490 -1.0803
C 0.5281 -4.0638 -0.0126
C -3.4276 0.4414 -2.3292
C -0.2723 -2.9185 0.0408
C -1.2174 -5.4039 0.9881
C -2.3065 4.6450 0.7659
C -2.0387 0.0090 -7.7946
C -4.5987 2.5355 -2.4259
C -0.9044 -0.5406 -7.2076
C -1.3455 2.4501 0.3262
C 4.5842 -0.6021 -1.2215
C -1.1329 5.2673 0.4857
C 5.2440 -0.7851 -2.5548
C -0.0073 -0.1061 3.4170
H -6.5966 0.0800 -1.2152
H -1.9684 0.6927 3.0939
H -3.9878 0.8360 -7.4544
H -3.8836 0.5779 -5.0168
H -0.0726 -0.8578 -7.8249
H -3.1783 5.2249 1.0377
H 2.5445 -0.6362 -1.9292
H 0.5661 -5.0933 -3.2605
H -4.6101 3.5941 -2.6546
H 5.3294 -0.1804 2.0479
H 6.4515 -0.4530 -0.1972
H 2.8415 -0.1608 2.1256
H 6.5201 -2.7501 -4.4250
H -1.9372 -1.0378 3.4380
H 0.0639 -1.0923 -5.3862
H 3.3866 4.6171 -0.3131
H -1.7000 0.1219 4.7587
H 3.0332 2.1576 -0.1754
H 5.7209 -0.7401 -5.0617
H -3.7657 -2.8793 -2.3661
H -2.0892 0.1264 -8.8699
H -1.4479 -6.4446 -2.7660
H 0.4371 -2.6300 -3.2459
H -6.6399 2.4872 -1.7749
H 1.4424 6.1310 -0.0192
H 3.6294 -1.8032 -3.2965
H -2.5487 2.2916 -3.0071
H -4.5524 -1.2298 -1.5545
H -3.6117 -5.3275 -2.3276
H 4.2435 -1.5885 -5.5757

**HOMO energy**: -7.992 eV
**Charge**: 0
**LUMO**: -0.28 eV

B:
A structure of composition C44H30Cl7F6N3O5SSbSc, computed with ωB97M-V/def2-TZVPD.

Geometry (Å):
Sb -0.4487 2.1241 1.3480
Sc -0.3068 -1.3232 -1.2843
Cl -4.1384 1.7027 -2.2845
Cl -0.5720 -6.0121 -1.8130
Cl -0.7404 -5.7819 -7.2240
Cl -0.5004 -7.4540 -4.5988
Cl -6.9723 -1.3949 1.0606
Cl -1.1428 -1.2928 -4.2125
Cl -1.0617 -2.6741 -7.0412
S 0.5075 0.1001 1.0107
F 2.6367 2.2086 -3.6097
F 3.8562 -1.7626 -3.0631
F 0.8561 1.8242 -2.4511
F 3.9611 -0.0665 -4.3951
F 2.2931 -1.4365 -4.5042
F 1.0686 0.9528 -4.4113
O 5.2871 -2.4143 2.6616
O -0.8434 -3.1196 -2.0172
O -1.8022 0.0236 -1.3625
O 4.7572 1.0555 3.4054
O 1.3806 -0.7301 -2.0576
N 3.5738 -0.9291 2.8575
N 1.4044 -2.9690 -0.0279
N -1.9205 -2.0339 0.2929
C 2.0884 -3.6078 -0.9789
C 4.1558 -3.3289 0.1736
C 3.1177 -0.8121 -3.6626
C -2.9949 0.8956 2.3996
C -5.1703 1.9127 2.5081
C -4.6869 3.0313 1.8454
C 0.9488 4.8241 4.4683
C 2.0845 -2.5324 1.0323
C 1.1665 4.1654 -0.1837
C 1.5108 3.9704 5.4066
C -4.3007 -1.7617 0.6375
C -2.5077 2.0245 1.7489
C 0.5078 5.3239 -2.1829
C -0.6661 -5.7437 -4.5167
C 3.4600 -2.6379 1.1573
C -1.9198 -3.0572 1.1110
C -0.7381 4.7160 -2.1330
C 2.3705 0.0317 -2.6054
C 3.3572 0.5165 -1.5458
C 0.4137 2.9383 3.0806
C 3.4534 -3.8399 -0.9004
C -3.0825 -3.4951 1.7676
C 4.1948 -0.1444 3.8938
C 0.3978 4.3111 3.3019
C -4.2667 -2.8555 1.5263
C -3.3517 3.0943 1.4710
C 1.5265 2.6004 5.1841
C 1.7331 1.2633 -3.2927
C -0.9468 -2.9969 -4.3727
C -0.0830 3.5539 -0.1393
C -0.8248 -3.7180 -3.1739
C 0.9789 2.0826 4.0200
C 1.4604 5.0492 -1.2097
C -2.9749 -0.2713 -0.8637
C -5.3746 0.0431 -0.5516
C -1.0356 3.8263 -1.1112
C -0.9192 -3.6158 -5.6115
C -5.4520 -1.0058 0.3144
C 4.2052 -1.9996 2.2906
C -0.6897 -5.1122 -3.2787
C -4.3260 0.8458 2.7849
C -4.1502 0.4009 -1.1437
C -0.7759 -5.0007 -5.6912
C -3.0808 -1.3757 0.0480
H 2.4353 5.5169 -1.2546
H 3.4435 0.1617 4.6194
H 4.9390 -0.7758 4.3750
H 2.8287 1.1727 -0.8552
H 1.9156 3.9540 0.5720
H 1.0043 1.0138 3.8361
H 1.5185 -3.9382 -1.8375
H 3.9507 -4.3785 -1.6947
H -0.0311 4.9848 2.5683
H -0.9724 -3.5671 1.2435
H 0.7422 6.0087 -2.9877
H 5.5259 0.8331 2.8681
H -1.9950 3.3288 -1.1005
H -1.4757 4.9188 -2.8989
H -3.0295 -4.3420 2.4375
H -6.2610 0.6103 -0.8000
H -6.2132 1.8615 2.7940
H 1.4957 -2.0833 1.8216
H -5.3481 3.8579 1.6192
H 0.9432 5.8928 4.6403
H 3.7119 -0.3530 -0.9938
H 1.9676 1.9361 5.9163
H -5.1815 -3.1795 2.0044
H 2.7957 -0.5051 2.3681
H 5.2277 -3.4467 0.2680
H 4.2034 1.0443 -1.9828
H 1.9427 4.3746 6.3130
H -2.9793 3.9777 0.9651
H -2.3399 0.0500 2.5911
H -4.7113 -0.0348 3.2837

**HOMO energy**: -8.003 eV
**Charge**: 0
**LUMO**: -0.33 eV

Winner for stability: A

A:
The molecule CH3NO, computed with ωB97M-V/def2-TZVPD.

Geometry (Å):
O 1.1908 0.1853 -0.0850
N 0.2348 -0.7028 -0.1196
C -0.7578 0.0454 -0.1237
H 1.8668 -0.3524 0.1636
H -0.8349 1.1421 -0.0700
H -1.6997 -0.3176 0.2347

**HOMO energy**: -9.858 eV
**Charge**: 0
**SMILES**: C=NO
**LUMO**: 1.20 eV

B:
The molecule CH3NO, computed with ωB97M-V/def2-TZVPD.

Geometry (Å):
O -1.0152 -1.1292 -0.8247
N -0.0028 0.6631 0.2442
C -0.0408 -0.5639 -0.3760
H 0.8963 0.9297 0.6851
H 1.0111 -0.8832 -0.5103
H -0.8486 0.9835 0.7816

**HOMO energy**: -10.202 eV
**Charge**: 0
**SMILES**: NC=O
**LUMO**: 0.91 eV

C:
A structure of composition CH3NO, computed with ωB97M-V/def2-TZVPD.

Geometry (Å):
O 0.9359 0.6840 -0.3820
N -0.7706 -0.7353 0.6316
C -0.1816 0.1879 -0.3131
H 0.2422 -1.1004 0.0647
H -0.7556 0.1973 -1.2737
H -0.4872 -0.4810 1.5712

**HOMO energy**: -10.540 eV
**Charge**: 0
**LUMO**: 0.85 eV

D:
The molecule CH3NO, computed with ωB97M-V/def2-TZVPD.

Geometry (Å):
O 0.7820 -0.0182 0.8547
N 0.0853 0.4797 -0.2003
C -0.8145 -0.2368 -0.7631
H -1.1391 -1.1797 -0.3737
H -1.2305 0.2793 -1.6064
H 0.4036 -0.8912 1.1227

**HOMO energy**: -10.305 eV
**Charge**: 0
**SMILES**: C=NO
**LUMO**: 1.00 eV

Winner for stability: B